1.
# C8H10N3

2 unconnected molecules or ions with the total composition C8H10N3 (the ωB97M-V functional and the def2-TZVPD basis, the Open Molecules 2025 dataset).

Each line ends with the Löwdin charge.
Cartesian coordinates (Å):
C 0.704 2.661 2.115  -0.0099
C 0.903 1.350 2.490  -0.0364
C 0.162 2.985 0.856  -0.0256
C 0.419 0.365 1.632  0.0199
C -0.377 2.032 0.022  -0.0091
C -0.262 0.689 0.391  -0.2191
C 0.783 -3.737 -1.695  -0.0479
C -0.609 -0.388 -0.413  -0.0508
N -1.223 -2.894 -2.658  0.1974
N -0.238 -3.256 -2.190  -0.2211
N -1.327 -0.259 -1.509  0.1845
H 0.959 3.502 2.623  0.0896
H 1.309 1.215 3.482  0.1224
H 0.055 3.952 0.378  0.1238
H 0.556 -0.764 1.877  0.1519
H -0.794 2.431 -0.827  0.0943
H 1.854 -3.429 -1.885  0.1074
H 0.671 -4.406 -0.739  0.1299
H -0.152 -1.458 -0.205  0.1686
H -1.532 -1.178 -2.047  0.0906
H -1.862 0.586 -1.696  0.1397

Output
Energy above the lowest of the compared OMol25 structures with the same formula, charge and spin: 44.1 kcal per mole
Molar mass: 148.19 g/mol
Highest occupied orbital energy: -12.68 eV
Spin multiplicity: 1
Kohn-Sham gap: 7.7 eV
Lowest unoccupied orbital energy: -4.967 eV
Electronic energy: -474.757307 Ha
Charge: +1

***

2.
# C5H12O

C5H12O in the gas phase (the ωB97M-V functional and the def2-TZVPD basis, the Open Molecules 2025 dataset).

Each line ends with the Löwdin charge.
Cartesian coordinates (Å):
C -1.258 0.721 -1.365  -0.0861
C -0.536 -0.303 -0.485  -0.4455
C -1.539 -1.099 0.350  -0.0864
C 0.529 0.389 0.382  -0.1770
C 1.850 0.533 -0.356  -0.2778
O 2.453 -0.752 -0.364  -0.0696
H -0.552 1.361 -1.909  0.0702
H -1.886 1.375 -0.745  0.0803
H -1.906 0.237 -2.103  0.0768
H -0.002 -1.014 -1.130  0.1313
H -2.143 -0.436 0.984  0.0803
H -1.027 -1.816 1.001  0.0768
H -2.225 -1.660 -0.294  0.0761
H 0.171 1.375 0.711  0.1200
H 0.734 -0.196 1.287  0.1166
H 2.500 1.272 0.137  0.1147
H 1.670 0.885 -1.385  0.1136
H 3.173 -0.750 -1.003  0.0857

Output
Energy above the lowest of the compared OMol25 structures with the same formula, charge and spin: 6.4 kcal per mole
Molar mass: 88.15 g/mol
Highest occupied orbital energy: -10.26 eV
Spin multiplicity: 1
Kohn-Sham gap: 11.3 eV
SMILES string: CC(C)CCO
Lowest unoccupied orbital energy: 1.013 eV
Electronic energy: -272.938434 Ha

***

3.
# C36H33BCl2MoN10O2S

A molecular structure, C36H33BCl2MoN10O2S (the ωB97M-V functional and the def2-TZVPD basis, the Open Molecules 2025 dataset).

Each line ends with the Löwdin spin population.
Cartesian coordinates (Å):
Mo -0.175 0.044 -0.220  1.6185
C 3.151 1.005 2.020  0.0014
C 1.999 0.169 2.465  0.0041
C 1.605 -0.084 3.784  -0.0004
C 0.586 -1.005 3.688  0.0050
N 0.390 -1.286 2.390  0.0079
N 1.252 -0.557 1.630  0.0115
B -0.377 -2.467 1.736  0.0021
N 0.556 -2.905 0.586  0.0001
C 1.266 -4.026 0.409  0.0052
C 1.881 -3.972 -0.816  0.0008
C 1.498 -2.744 -1.364  0.0072
C 1.805 -2.290 -2.747  0.0006
N 0.716 -2.085 -0.495  0.0053
N -1.725 -2.104 1.002  0.0080
C -2.843 -2.845 0.980  0.0179
C -3.595 -2.486 -0.121  0.0028
C -2.860 -1.496 -0.772  0.0158
C -3.157 -0.818 -2.065  0.0021
N -1.739 -1.279 -0.073  0.0014
N -0.736 -3.452 2.830  0.0000
C -0.251 -4.631 3.293  0.0001
C -0.879 -4.917 4.475  0.0000
C -1.757 -3.833 4.692  0.0000
C -2.658 -3.603 5.860  0.0000
N -1.662 -2.964 3.702  0.0000
H 4.013 0.778 2.646  0.0002
H 2.936 2.068 2.131  0.0002
H 3.404 0.790 0.984  0.0015
H 2.011 0.355 4.678  -0.0002
H -0.002 -1.474 4.456  0.0004
H 1.305 -4.799 1.152  0.0003
H 2.514 -4.714 -1.270  0.0000
H 1.662 -3.124 -3.433  0.0001
H 2.837 -1.952 -2.837  0.0003
H 1.147 -1.478 -3.021  0.0001
H -3.040 -3.581 1.738  0.0011
H -4.546 -2.891 -0.417  0.0000
H -4.147 -1.110 -2.406  -0.0001
H -2.431 -1.127 -2.819  0.0006
H -3.118 0.268 -1.986  0.0006
H 0.495 -5.200 2.770  0.0000
H -0.735 -5.783 5.097  0.0000
H -2.758 -4.514 6.446  0.0000
H -3.645 -3.278 5.533  0.0000
H -2.251 -2.823 6.505  0.0000
O -0.876 0.713 1.363  0.0754
C -1.940 1.304 1.872  0.0128
C -2.402 1.007 3.156  0.0093
C -3.467 1.714 3.672  0.0135
C -4.093 2.724 2.935  0.0118
C -3.661 3.007 1.663  0.0102
C -2.600 2.280 1.097  0.0145
C -2.173 2.504 -0.235  0.0529
N -1.350 1.727 -0.885  -0.0106
N -1.112 2.109 -2.172  0.0132
C -0.356 1.253 -2.780  0.0058
O 0.040 0.194 -2.098  0.0680
C 0.082 1.560 -4.145  0.0067
C 0.588 0.580 -4.998  0.0090
C 1.029 0.920 -6.266  0.0017
C 0.970 2.237 -6.691  0.0000
C 0.458 3.219 -5.850  0.0010
C 0.016 2.887 -4.584  -0.0008
H -1.922 0.214 3.713  0.0005
H -3.831 1.479 4.664  0.0004
H -4.917 3.277 3.364  0.0004
H -4.136 3.779 1.070  0.0000
H -2.567 3.352 -0.786  0.0009
H 0.619 -0.450 -4.671  0.0002
H 1.422 0.154 -6.920  0.0000
H 1.326 2.507 -7.677  0.0000
H 0.410 4.248 -6.179  0.0001
H -0.371 3.638 -3.912  -0.0001
Cl 1.551 2.394 -0.329  0.0169
C 2.883 3.210 -1.115  0.0790
C 3.125 4.501 -0.702  -0.0096
C 4.160 5.228 -1.275  0.1050
C 4.959 4.673 -2.260  -0.0158
C 4.720 3.380 -2.681  0.0904
Cl 5.716 2.701 -3.903  0.0244
C 3.675 2.598 -2.116  0.0615
S 3.456 0.977 -2.583  0.6267
H 2.514 4.942 0.073  -0.0019
H 4.348 6.239 -0.944  0.0061
H 5.765 5.243 -2.700  -0.0024

Output
Energy above the lowest of the compared OMol25 structures with the same formula, charge and spin: 44.3 kcal per mole
Expectation value of S²: 3.793
Molar mass: 847.45 g/mol
Highest occupied orbital energy (alpha / beta): -10.59 / -10.93 eV
Spin multiplicity: 4
Kohn-Sham gap (alpha / beta): 7.3 / 6.2 eV
Lowest unoccupied orbital energy (alpha / beta): -3.277 / -4.760 eV
Electronic energy: -3501.230288 Ha
Charge: +1

***

4.
# C16H16F2NO5S

A molecular structure, C16H16F2NO5S (the ωB97M-V functional and the def2-TZVPD basis, the Open Molecules 2025 dataset).

Each line ends with the Löwdin charge.
Cartesian coordinates (Å):
C 0.582 4.187 -4.514  -0.0755
C 0.351 2.716 -4.321  -0.2250
O 0.644 2.473 -2.930  -0.0009
C 0.490 1.179 -2.696  -0.5656
C 0.481 0.808 -1.179  -0.6078
C 0.944 1.906 -0.208  -0.0753
C -1.103 0.519 -0.865  -0.3516
C -1.973 1.738 -0.584  -0.0137
O -1.565 -0.599 -0.883  0.0911
O 0.306 0.336 -3.611  -0.0178
H 0.226 4.491 -5.501  0.0740
H 0.040 4.759 -3.748  0.0809
H 1.649 4.430 -4.428  0.0811
H -0.695 2.423 -4.470  0.1320
H 1.010 2.082 -4.926  0.1296
H 2.031 2.062 -0.268  0.0813
H 0.423 2.858 -0.403  0.0793
H 0.705 1.598 0.826  0.0810
H -1.709 2.604 -1.205  0.0747
H -3.026 1.500 -0.789  0.0863
H -1.937 2.036 0.476  0.0867
F 1.754 -2.760 -2.461  -0.0577
C 0.682 -2.066 -1.907  -0.4419
F 0.256 -2.749 -0.791  -0.0007
S 1.668 -0.405 -1.493  1.0610
N 0.593 -1.295 1.379  0.1303
C 1.181 -2.424 1.888  -0.4612
O 2.140 -3.086 1.504  0.0306
C 0.413 -2.759 3.136  -0.1026
C -0.534 -1.770 3.305  -0.1111
C -1.379 -1.731 4.403  -0.0235
C -1.135 -2.663 5.434  -0.0993
C -0.142 -3.658 5.277  -0.1043
C 0.627 -3.742 4.101  -0.0201
C -0.374 -0.795 2.179  -0.4609
O -0.991 0.270 2.080  0.0040
H -0.186 -1.999 -2.602  0.1253
H -2.179 -0.989 4.430  0.1075
H -1.706 -2.600 6.364  0.0852
H 0.055 -4.377 6.076  0.0857
H 1.382 -4.509 3.923  0.1088

Output
Energy above the lowest of the compared OMol25 structures with the same formula, charge and spin: 19.8 kcal per mole
Molar mass: 372.37 g/mol
Highest occupied orbital energy: -4.70 eV
Spin multiplicity: 1
Kohn-Sham gap: 7.3 eV
Lowest unoccupied orbital energy: 2.644 eV
Electronic energy: -1648.203917 Ha
Charge: -1

***

5.
# C4H7NO

A molecular structure, C4H7NO (the ωB97M-V functional and the def2-TZVPD basis, the Open Molecules 2025 dataset).

Each line ends with the Löwdin charge.
Cartesian coordinates (Å):
C -1.610 -0.454 0.333  -0.1072
C -0.194 -0.569 -0.220  -0.2838
C 0.094 0.428 -1.339  -0.0724
N 0.602 0.634 0.003  -0.0657
C 1.717 0.440 0.686  -0.2334
O 1.787 -0.604 1.398  0.0266
H -1.635 -0.803 1.371  0.0640
H -2.313 -1.073 -0.240  0.0691
H -1.993 0.579 0.311  0.0698
H 0.893 -1.182 0.783  0.1804
H 0.788 0.240 -2.161  0.1006
H -0.658 1.192 -1.581  0.1053
H 2.522 1.172 0.658  0.1465

Output
Energy above the lowest of the compared OMol25 structures with the same formula, charge and spin: 104.0 kcal per mole
Molar mass: 85.11 g/mol
Highest occupied orbital energy: -8.42 eV
Spin multiplicity: 1
Kohn-Sham gap: 9.1 eV
Lowest unoccupied orbital energy: 0.693 eV
Electronic energy: -286.465922 Ha

***

6.
# C3H7NO

2 unconnected molecules or ions with the total composition C3H7NO (the ωB97M-V functional and the def2-TZVPD basis, the Open Molecules 2025 dataset).

Each line ends with the Löwdin charge.
Cartesian coordinates (Å):
C -1.480 1.057 -1.174  0.0127
C -0.691 -0.028 -1.384  -0.2223
N 0.048 -0.564 -0.363  -0.0251
C 0.015 -1.619 0.289  -0.0193
H -1.606 1.382 -0.175  0.0329
H -1.962 1.699 -1.834  0.0209
H -0.493 -0.385 -2.387  0.1063
H 0.780 -1.849 0.939  0.0394
H -0.764 -2.402 0.289  0.0903
O 1.762 1.005 1.934  -0.1255
H 0.901 0.872 1.408  0.0365
H 1.653 0.136 2.441  0.0532

Output
Energy above the lowest of the compared OMol25 structures with the same formula, charge and spin: 67.9 kcal per mole
Molar mass: 73.10 g/mol
Highest occupied orbital energy: -8.72 eV
Spin multiplicity: 1
Kohn-Sham gap: 9.4 eV
SMILES string: C=CN=C.O
Lowest unoccupied orbital energy: 0.654 eV
Electronic energy: -248.418338 Ha

***

Q: What is the electronic energy in the sixth record?
A: -248.418338 Ha

***

Q: Which of these has the lowest energy above the lowest of the compared OMol25 structures with the same formula, charge and spin?
A: C5H12O

***

Q: Among the records above, which one has the highest molar mass?
A: C36H33BCl2MoN10O2S